(w)
{
  "formula": "C5H5NO",
  "method": "ωB97M-V with the def2-TZVPD basis set",
  "total_charge": 0,
  "multiplicity": 1,
  "e_lumo_ev": [0.326, 0.326],
  "symbols": ["N", "C", "H", "H", "H", "C", "H", "O", "H", "C", "C", "C"],
  "positions_angstrom": [[-0.6095, 1.2268, -0.2379], [-0.7596, 0.2501, 0.8378], [1.0247, 1.5815, 1.3519], [-1.6280, -1.5237, -0.1542], [2.1978, -0.1538, -0.6532], [0.5781, 0.8986, 0.6337], [-0.2603, 0.0457, -2.1714], [0.4470, -1.7869, 0.1614], [-1.3460, 0.4749, 1.7216], [-0.1427, 0.0466, -1.0871], [1.1634, -0.0382, -0.3449], [-0.6600, -1.0149, -0.0452]]
}

(x)
{
  "formula": "C5H5NO",
  "method": "ωB97M-V with the def2-TZVPD basis set",
  "total_charge": 0,
  "smiles": "C#C[C@@H]1CNC1=O",
  "multiplicity": 1,
  "e_lumo_ev": 0.905,
  "symbols": ["H", "H", "O", "N", "C", "C", "H", "C", "C", "H", "H", "C"],
  "positions_angstrom": [[0.1369, 0.1111, 1.7207], [3.5393, 0.8691, -0.5624], [-1.1770, 2.1481, 0.0170], [-1.7341, -0.1909, -0.2816], [2.5447, 0.5927, -0.3207], [0.1602, 0.0309, 0.6246], [-0.8154, -2.0354, 0.5862], [1.4708, 0.3373, 0.1179], [-0.6166, -1.1290, 0.0141], [-2.3787, -0.2268, -1.0854], [-0.1047, -1.4659, -0.9148], [-1.0257, 0.9588, 0.0842]]
}

Least stable: (w)

(w)
{
  "formula": "C5H5NO",
  "method": "ωB97M-V with the def2-TZVPD basis set",
  "total_charge": 0,
  "smiles": "C#C[C@@H](C#N)CO",
  "multiplicity": 1,
  "e_lumo_ev": 0.439,
  "symbols": ["C", "C", "H", "H", "N", "O", "H", "C", "C", "H", "H", "C"],
  "positions_angstrom": [[0.7309, 1.1370, 0.1368], [1.1378, 2.1300, -0.4128], [-1.3742, -0.8451, 1.2731], [0.4475, -0.4002, -1.0819], [1.9982, -1.9937, 1.1439], [-1.9558, 0.1009, -0.4982], [-1.8832, 0.9809, -0.1044], [0.3614, -0.2946, 0.0088], [1.3052, -1.2176, 0.6408], [1.5044, 2.8801, -1.0827], [-1.1748, -1.7347, -0.2420], [-1.0972, -0.7431, 0.2184]]
}

(x)
{
  "formula": "C5H5NO",
  "method": "ωB97M-V with the def2-TZVPD basis set",
  "total_charge": 0,
  "multiplicity": 1,
  "e_lumo_ev": -0.063,
  "symbols": ["H", "N", "H", "H", "O", "C", "H", "C", "C", "C", "H", "C"],
  "positions_angstrom": [[-2.2247, -1.5205, 0.1474], [-0.4152, -0.7267, -0.9699], [0.7256, -1.8243, 0.7552], [1.1429, 0.8706, -1.0818], [-0.6975, 0.6195, -2.9731], [0.2159, -0.7805, 0.4281], [2.2371, 1.9334, 2.0679], [-0.1020, 0.4233, -1.6384], [1.3638, 1.3188, 1.3478], [-1.2778, -0.7874, 0.3797], [-1.7461, 0.1333, 0.6161], [0.7780, 0.3404, 0.9211]]
}

(y)
{
  "formula": "C5H5NO",
  "method": "ωB97M-V with the def2-TZVPD basis set",
  "total_charge": 0,
  "multiplicity": 1,
  "e_lumo_ev": 0.205,
  "symbols": ["H", "H", "H", "N", "H", "C", "H", "C", "C", "C", "C", "O"],
  "positions_angstrom": [[-0.7301, -1.5112, 0.0492], [1.1668, -1.0060, -1.3124], [-1.4936, -0.3915, -1.1032], [1.5810, 2.1097, -1.4016], [-0.4160, 1.2815, 1.0610], [0.1589, -0.7084, 1.5659], [-1.8542, 0.2609, 1.4288], [-0.7327, -0.4541, -0.3355], [1.2143, 1.0715, -1.0443], [0.7559, -0.2665, -0.6213], [-0.8523, 0.2710, 0.9938], [1.2020, -0.6570, 0.7196]]
}

(z)
{
  "formula": "C5H5NO",
  "method": "ωB97M-V with the def2-TZVPD basis set",
  "total_charge": 0,
  "smiles": "N#C[C@@H]1C[C@@H]1C=O",
  "multiplicity": 1,
  "e_lumo_ev": 0.482,
  "symbols": ["C", "H", "O", "C", "H", "C", "H", "H", "C", "C", "H", "N"],
  "positions_angstrom": [[0.8536, 0.3566, 0.3077], [-0.3879, -0.0253, 2.1772], [-1.2897, -1.7082, 1.3399], [-0.6606, 0.4045, 0.1894], [1.2179, -0.6658, 0.4064], [-0.9111, -0.5741, 1.2815], [-1.0431, 1.3889, 0.4641], [1.1158, 0.9375, 1.2111], [0.3507, -0.6021, -2.0025], [0.1916, 0.4922, -1.0545], [0.1057, 1.4572, -1.5497], [0.4572, -1.4613, -2.7706]]
}

Least stable: (x)

(w)
{
  "formula": "C5H5NO",
  "method": "ωB97M-V with the def2-TZVPD basis set",
  "total_charge": 0,
  "multiplicity": 1,
  "e_lumo_ev": 0.787,
  "symbols": ["H", "C", "H", "O", "C", "N", "H", "H", "C", "C", "C", "H"],
  "positions_angstrom": [[0.9730, 1.3943, -0.9101], [1.0523, 0.3818, -0.5066], [1.9120, -0.1745, -0.8832], [0.3974, -1.2446, 0.6750], [-1.1000, -1.0854, -1.3412], [-1.8747, -1.5319, -2.0738], [-0.9769, 1.5555, 0.4144], [1.3439, 0.3451, 1.8657], [-0.7406, 0.5353, 0.7251], [0.7293, 0.1617, 0.9854], [-0.2472, -0.4358, -0.3605], [-1.4685, 0.0985, 1.4097]]
}

(x)
{
  "formula": "C5H5NO",
  "method": "ωB97M-V with the def2-TZVPD basis set",
  "total_charge": 0,
  "smiles": "N#C[C@@H]1C[C@@H]1C=O",
  "multiplicity": 1,
  "e_lumo_ev": 0.712,
  "symbols": ["C", "C", "H", "H", "H", "C", "C", "H", "C", "N", "O", "H"],
  "positions_angstrom": [[0.2001, 0.4383, -0.9433], [-0.5864, 0.4315, 0.3530], [-1.2718, 1.2663, 0.4803], [-0.3458, -1.6954, 0.9741], [1.5043, -0.1349, 0.7338], [0.4578, -0.7563, -1.7131], [-0.9681, -0.7843, 1.1245], [1.2585, 1.6774, 0.5908], [0.8959, 0.6852, 0.3578], [0.6627, -1.6911, -2.3657], [-1.8248, -0.7465, 1.9735], [0.0177, 1.3098, -1.5658]]
}

Least stable: (w)